Record 1
The following is a DFT calculation (ωB97M-V/def2-TZVPD) of C31H28Br2IN5O6SiW as an isolated structure.

Structure (XYZ):
```
75
Properties=species:S:1:pos:R:3:forces:R:3
W 0.279072 -0.215061 -0.222386 -0.32 -0.28 0.42
O -4.171490 -1.112669 -4.513916 0.01 -0.01 0.00
C -3.190989 -0.854508 -3.624034 -0.10 0.08 -0.03
C -2.976944 0.410864 -3.083893 0.00 -0.02 0.00
C -1.958191 0.560607 -2.166793 0.08 -0.04 -0.04
N -1.211194 -0.465776 -1.784942 0.36 0.13 0.22
C -1.358377 -1.663229 -2.353900 -0.12 0.19 -0.04
C -2.341929 -1.908464 -3.280758 0.10 -0.07 0.04
C -0.234634 -2.585098 -1.978712 0.00 -0.12 0.09
O -0.083040 -3.664575 -2.491652 0.04 0.00 -0.07
O 0.566643 -2.050402 -1.080994 -0.12 0.26 -0.05
C -1.452725 1.856286 -1.591203 -0.02 0.02 0.14
O -2.024306 2.907858 -1.782918 0.02 0.04 -0.06
O -0.347100 1.667740 -0.940854 0.14 -0.01 -0.04
H -4.692500 -0.317937 -4.675456 0.00 0.00 0.00
H -3.556475 1.280433 -3.368311 -0.01 -0.01 -0.01
H -2.433534 -2.880149 -3.745092 0.01 0.00 0.00
C -1.579872 -3.784200 0.276987 -0.03 -0.04 0.03
C -2.092662 -2.545722 0.950325 0.00 -0.02 0.07
C -3.166134 -2.650262 1.810716 0.02 -0.02 -0.04
C -3.584099 -1.529927 2.538153 0.00 0.04 0.01
C -2.909685 -0.346127 2.430631 -0.08 -0.03 0.02
C -1.809347 -0.285204 1.542603 0.15 -0.02 -0.05
N -1.468573 -1.359575 0.775005 0.29 -0.05 -0.03
N -0.917950 0.680238 1.361967 -0.04 -0.05 -0.12
Si -1.028850 2.271438 2.124694 -0.04 0.07 -0.04
C 0.245851 3.501554 1.538739 -0.05 -0.02 0.10
C -2.708924 3.026783 1.742469 0.10 0.00 -0.01
C -0.811000 2.025921 3.979911 0.02 0.02 -0.09
H -1.976236 -4.657640 0.791831 0.01 0.00 0.01
H -0.491576 -3.828382 0.301123 -0.01 0.01 -0.02
H -1.897980 -3.857461 -0.762109 -0.01 0.00 0.02
H -3.652490 -3.606712 1.937057 0.01 0.00 -0.01
H -4.425318 -1.611985 3.215657 0.00 0.00 0.00
H -3.177439 0.512045 3.026963 0.01 0.01 -0.02
H 0.450656 3.419486 0.474407 -0.03 -0.01 -0.02
H 1.176825 3.419466 2.099641 -0.10 0.01 -0.07
H -0.164921 4.499479 1.719361 0.00 0.00 0.03
H -2.748777 3.285374 0.681134 0.01 -0.01 -0.01
H -2.817377 3.956920 2.307566 -0.01 0.00 0.01
H -3.569671 2.397368 1.968136 0.01 -0.02 0.01
H 0.032958 1.355579 4.163247 0.01 0.01 0.00
H -1.690605 1.609238 4.473475 0.00 -0.02 -0.01
H -0.578828 2.979726 4.460019 -0.03 0.01 0.00
C 1.264955 -0.541717 -3.830198 -0.04 0.02 -0.04
C 2.003772 0.518695 -3.076129 -0.02 -0.03 0.21
C 2.848386 1.366013 -3.824231 0.13 0.08 -0.02
C 3.636929 2.295396 -3.218996 -0.05 -0.03 -0.07
C 3.603876 2.400859 -1.817215 -0.03 -0.04 0.11
C 4.427599 3.253155 -1.043078 -0.02 -0.01 0.09
Br 5.637881 4.435930 -1.892430 0.02 0.00 -0.01
C 4.374652 3.225298 0.320847 0.07 0.07 -0.08
C 3.463206 2.387327 0.975076 -0.08 -0.09 0.06
Br 3.474145 2.299217 2.859013 0.09 -0.04 0.02
C 2.568262 1.607811 0.273259 0.01 -0.20 0.06
O 1.654540 0.861164 0.838086 -0.43 0.32 -0.21
C 2.688655 1.570589 -1.141471 0.02 -0.02 0.03
N 1.896901 0.638790 -1.759460 0.07 -0.23 -0.13
H 1.692504 -0.640448 -4.826088 -0.02 0.00 0.00
H 0.212475 -0.283838 -3.951437 -0.01 -0.01 0.03
H 1.350202 -1.503566 -3.336589 0.01 -0.04 0.02
H 2.871547 1.239977 -4.897648 0.01 0.01 0.00
H 4.295429 2.933786 -3.791313 -0.01 0.00 -0.02
H 5.027942 3.853950 0.909124 0.01 0.00 -0.01
I 3.804821 -1.977288 -0.150003 -0.07 -0.01 -0.17
C 2.405577 -2.508378 1.297863 -0.05 0.13 0.02
C 2.709381 -3.600550 2.099417 0.07 -0.01 0.02
C 1.926306 -3.843021 3.210881 -0.08 0.06 0.02
C 0.893553 -2.963523 3.498670 0.06 -0.07 0.02
C 0.638233 -1.934665 2.615856 0.07 0.06 -0.03
N 1.345936 -1.727146 1.494897 0.00 0.02 -0.26
H 3.559641 -4.222903 1.863831 0.01 0.02 -0.01
H 2.142229 -4.682784 3.858069 -0.01 -0.01 0.00
H 0.284866 -3.070187 4.385097 -0.01 0.00 -0.01
H -0.154665 -1.231280 2.812411 0.00 0.01 0.00
```
Positions in Å, forces in eV/Å.

Properties
Spin multiplicity = 1
Relative energy (zero: lowest compared OMol25 entry of this formula, charge and spin) = 27.55 kJ/mol
LUMO level = -0.014 Eh
E = -7725.8973 Ha
Maximum force = 0.60 eV/Å



Record 2
The following is a DFT calculation (ωB97M-V/def2-TZVPD) of C31H28ClNO3P2PtS as an isolated structure at a distorted geometry.

Structure (XYZ):
```
68
Properties=species:S:1:pos:R:3:forces:R:3
Pt -1.121912 -0.281264 -1.373758 -0.87 0.38 -0.76
N 0.403496 1.021894 0.483525 0.26 -0.47 0.12
P 0.923188 0.503511 -1.038904 0.17 -0.25 -0.18
C 2.264738 -0.636199 -0.808585 -0.07 -0.24 0.15
C 2.278657 -1.481070 0.307579 0.02 0.04 -0.01
C 3.327732 -2.362503 0.490281 -0.03 0.00 -0.04
C 4.351883 -2.417967 -0.449457 0.03 -0.02 0.00
C 4.331312 -1.596591 -1.567631 0.00 -0.02 -0.03
C 3.288810 -0.703493 -1.755405 -0.01 0.04 0.05
C 1.547776 1.890718 -1.964212 -0.01 0.20 0.14
C 2.222448 2.850051 -1.202280 -0.05 0.07 -0.08
C 2.728934 3.983697 -1.816715 -0.01 -0.02 0.00
C 2.559133 4.161145 -3.183439 -0.04 -0.01 0.01
C 1.916138 3.192606 -3.943867 0.01 0.01 0.01
C 1.414522 2.050260 -3.342544 0.43 -0.26 -0.06
P -1.162910 0.613703 1.059311 -0.29 0.97 1.09
C -0.632168 0.369786 2.777388 -0.10 0.21 -0.05
C -0.306832 1.543138 3.465787 0.08 -0.05 -0.01
C 0.197402 1.470120 4.755400 0.01 0.05 -0.01
C 0.393306 0.237263 5.359369 -0.01 -0.01 -0.01
C 0.064281 -0.927768 4.681005 0.02 0.02 -0.01
C -0.452682 -0.864290 3.396218 -0.10 -0.08 0.00
C -2.128008 2.097966 0.929325 -0.13 -0.11 -0.24
C -3.285536 2.199375 1.711400 -0.05 -0.08 -0.04
C -4.044104 3.353274 1.658714 0.04 0.01 0.01
C -3.668155 4.392734 0.815507 -0.01 -0.01 0.00
C -2.520026 4.292378 0.041646 0.03 0.01 0.02
C -1.742169 3.149295 0.099964 0.11 0.06 0.06
H 1.086325 1.133549 1.231640 0.01 -0.06 -0.01
H 1.484843 -1.431274 1.045537 0.05 0.03 0.02
H 3.356002 -3.001884 1.362134 0.01 0.01 0.02
H 5.176299 -3.102973 -0.303408 0.00 0.00 0.00
H 5.134328 -1.643500 -2.290036 0.00 0.00 0.00
H 3.284214 -0.051378 -2.619060 0.01 0.02 0.01
H 2.362064 2.722031 -0.135183 -0.04 0.03 0.01
H 3.250501 4.726645 -1.229342 0.01 0.00 0.00
H 2.943691 5.051709 -3.661721 -0.01 0.01 0.00
H 1.799494 3.329256 -5.009936 0.05 -0.03 -0.02
H 1.018030 1.254097 -3.959274 -0.30 0.14 0.06
H -0.463279 2.513110 3.008477 -0.02 0.00 0.00
H 0.425621 2.381802 5.290555 0.01 0.00 0.00
H 0.789280 0.184737 6.364283 -0.01 0.00 0.01
H 0.196153 -1.889409 5.157699 -0.01 0.00 0.00
H -0.747216 -1.787231 2.916456 -0.03 0.01 -0.02
H -3.586572 1.391590 2.365630 0.00 -0.01 0.00
H -4.928765 3.442579 2.273403 -0.01 -0.01 -0.01
H -4.274179 5.287314 0.764383 0.00 0.01 0.01
H -2.227155 5.107695 -0.605287 0.00 0.00 0.00
H -0.839338 3.088965 -0.492757 -0.02 -0.02 -0.01
C -0.077280 -5.848243 -1.955971 0.03 0.02 -0.01
C -0.686015 -4.554529 -1.529827 -0.08 -0.03 -0.04
C -0.299531 -3.925793 -0.352299 0.06 0.07 -0.02
C -0.961837 -2.797699 0.100520 0.10 0.13 -0.07
C -2.006992 -2.234164 -0.663724 -0.05 -0.58 0.26
C -2.385046 -2.865202 -1.888840 -0.03 0.08 0.03
C -1.717065 -3.980190 -2.307822 0.09 0.04 -0.02
S -3.249266 -1.194827 0.057446 -0.08 0.12 -0.46
O -2.441025 -0.568406 1.262336 0.67 -0.16 -0.20
O -4.372697 -1.898237 0.530493 0.07 0.13 0.29
O -3.409680 -0.142282 -0.950131 0.05 -0.73 0.13
H 0.843861 -6.062859 -1.419757 0.01 0.00 -0.01
H 0.113799 -5.860041 -3.028627 0.02 0.01 0.00
H -0.785076 -6.655723 -1.750034 0.00 -0.01 -0.01
H 0.502213 -4.346261 0.240420 0.01 0.02 0.00
H -0.692722 -2.357377 1.048498 -0.09 -0.09 0.08
H -3.213512 -2.465151 -2.462181 -0.01 -0.01 0.00
H -1.995113 -4.449395 -3.242793 -0.04 -0.02 0.02
Cl -1.556640 1.397168 -2.747521 0.11 0.46 -0.16
```
Positions in Å, forces in eV/Å.

Properties
Spin multiplicity = 1
Relative energy (zero: lowest compared OMol25 entry of this formula, charge and spin) = 248.12 kJ/mol
LUMO level = -0.294 Eh
E = -3138.4567 Ha
Charge = +2
Maximum force = 1.49 eV/Å



Record 3
The following is a DFT calculation (ωB97M-V/def2-TZVPD) of C31H28ClNOPPmS as an isolated structure at a distorted geometry.

Structure (XYZ):
```
65
Properties=species:S:1:pos:R:3:forces:R:3
Pm -0.227700 0.504334 -0.500839 -1.21 -1.46 -1.94
Cl -0.451141 0.476284 -3.024372 0.08 0.14 0.72
C 0.016944 -0.122452 2.062817 0.26 -0.81 5.23
O 0.089609 -0.327674 3.196922 -0.25 0.81 -4.47
P -0.127213 -2.409556 -0.222599 0.02 -1.71 -0.73
C 1.338134 -3.275726 -0.923618 0.32 0.40 -0.23
C -0.485628 -3.368042 1.291026 -0.33 0.26 0.42
C -1.525579 -2.811677 -1.370751 0.01 0.41 0.10
C -1.699651 -4.048937 1.487350 0.35 0.10 0.05
C -1.921346 -4.734802 2.685106 0.10 0.05 -0.02
C -0.946407 -4.741079 3.685804 0.05 0.15 -0.24
C 0.255300 -4.046597 3.498042 -0.11 0.04 -0.12
C 0.477295 -3.347721 2.312859 -0.21 -0.20 0.00
H -2.457912 -4.047925 0.705014 0.17 -0.05 0.20
H -2.862847 -5.268009 2.829754 0.32 0.16 -0.03
H -1.121929 -5.280227 4.615695 0.04 0.12 -0.24
H 1.018145 -4.043226 4.276260 -0.22 -0.02 -0.18
H 1.407382 -2.794088 2.168813 -0.12 -0.22 0.06
C 2.212195 -2.540959 -1.754668 -0.16 -0.33 0.35
C 3.357255 -3.143055 -2.272566 -0.07 -0.08 -0.06
C 3.626021 -4.491355 -2.006754 -0.26 0.15 0.17
C 2.756143 -5.230651 -1.200118 -0.20 0.28 -0.03
C 1.617052 -4.623608 -0.654603 0.12 0.08 -0.05
H 1.984100 -1.498251 -2.005179 0.12 -0.28 0.02
H 4.041199 -2.561600 -2.891837 -0.21 -0.19 0.13
H 4.513342 -4.963532 -2.426918 -0.22 0.14 0.12
H 2.956542 -6.281872 -0.988166 -0.05 0.33 -0.08
H 0.948303 -5.202925 -0.016573 0.19 0.14 -0.14
C -1.439799 -3.859485 -2.297319 -0.18 0.12 0.12
C -2.531476 -4.157205 -3.120152 0.01 0.22 0.20
C -3.695371 -3.384287 -3.047422 0.27 -0.02 0.14
C -3.766978 -2.307143 -2.158247 0.01 0.10 0.11
C -2.693072 -2.021917 -1.313391 0.32 -0.42 -0.32
H -0.521821 -4.443555 -2.364256 -0.28 0.11 -0.02
H -2.467956 -4.997003 -3.813729 -0.03 0.29 0.18
H -4.545702 -3.623368 -3.686316 0.24 0.12 0.17
H -4.663517 -1.686628 -2.116207 0.23 -0.23 -0.03
H -2.777405 -1.189604 -0.597084 -0.05 -0.27 -0.12
H 2.742660 0.261659 -4.214647 -0.27 0.00 -0.19
H 2.067982 0.257701 -4.547467 0.34 -0.01 0.18
N 0.598075 2.396707 0.121543 0.58 0.97 1.05
S -0.670875 3.401356 0.519468 1.70 0.77 -0.21
C 0.022816 4.282560 1.932989 -0.36 0.17 0.89
C 1.260572 4.908369 1.795861 0.21 0.11 0.15
C 1.855015 5.516829 2.909918 -0.35 -0.23 -0.34
C 1.183429 5.524035 4.137214 -0.14 -0.20 -0.10
C -0.064629 4.898422 4.270872 0.18 0.07 -0.22
C -0.650987 4.270515 3.167102 0.06 -0.11 -0.40
C -0.556223 4.619555 -0.790683 -0.69 0.99 -0.50
C -1.462026 5.698829 -0.797572 0.28 -0.09 -0.01
C -1.302141 6.721106 -1.739710 0.18 -0.37 0.02
C -0.244384 6.659188 -2.661994 0.03 -0.23 0.12
C 0.630253 5.567960 -2.665575 -0.32 -0.11 0.14
C 0.438302 4.520638 -1.756589 0.33 0.04 0.17
H 1.495402 2.831616 0.379652 -0.50 -0.13 -0.22
H 1.766647 4.925305 0.830925 -0.05 0.11 0.17
H 2.838211 5.980358 2.797283 -0.40 -0.11 0.09
H 1.645978 6.011192 4.996605 -0.18 -0.16 -0.23
H -0.577352 4.898066 5.236474 0.17 0.00 -0.40
H -1.618529 3.771902 3.245045 0.24 0.18 0.10
H -2.266656 5.735071 -0.064214 0.14 0.12 -0.14
H -1.992426 7.568578 -1.759156 0.23 -0.37 0.06
H -0.110145 7.454408 -3.397259 -0.05 -0.20 0.29
H 1.464428 5.506504 -3.369704 -0.42 0.05 0.18
H 1.075412 3.639028 -1.772641 -0.03 0.34 -0.15
```
Positions in Å, forces in eV/Å.

Properties
Spin multiplicity = 5
LUMO level (spin up / spin down) = -0.259 / -0.254 Eh
E = -3135.6470 Ha
Charge = +2
Maximum force = 5.30 eV/Å



> Which value of E does entry 3 give?

-3135.6470 Ha



> The highest maximum force belongs to which entry?

C31H28ClNOPPmS